Record 1
60
Properties=species:S:1:pos:R:3:mulliken_charge:R:1 method="wB97M-V/def2-TZVPD" e_above_lowest_kj_mol=94.8 homo_ha=-0.391 smiles="COC(=O)OC.COC(=O)OC.COC(=O)OC.COC(=O)OC.COC(=O)OC"
C -17.281 -8.444 -1.131 -0.38
O -18.287 -7.527 -0.723 -0.38
C -19.438 -8.040 -0.365 0.97
O -19.690 -9.214 -0.408 -0.60
O -20.288 -7.100 -0.066 -0.37
C -21.579 -7.437 0.420 -0.58
H -17.520 -8.820 -2.128 0.04
H -17.268 -9.291 -0.450 0.30
H -16.337 -7.917 -1.207 0.22
H -21.827 -8.491 0.372 0.35
H -22.330 -6.900 -0.161 0.09
H -21.665 -6.959 1.398 0.35
C -24.708 -1.968 -2.992 -0.57
O -25.695 -1.926 -4.015 -0.33
C -26.628 -2.845 -4.040 0.86
O -26.850 -3.664 -3.191 -0.54
O -27.340 -2.656 -5.149 -0.34
C -28.475 -3.466 -5.387 -0.62
H -24.206 -2.941 -2.982 0.24
H -25.185 -1.855 -2.023 0.28
H -23.944 -1.258 -3.281 0.23
H -28.869 -3.211 -6.366 0.23
H -29.201 -3.218 -4.608 0.29
H -28.305 -4.544 -5.385 0.27
C -26.521 -9.713 0.113 -0.54
O -27.123 -9.027 1.197 -0.34
C -27.926 -7.997 0.996 0.89
O -28.386 -7.618 -0.047 -0.57
O -28.296 -7.559 2.194 -0.34
C -29.000 -6.329 2.259 -0.65
H -27.131 -10.596 -0.074 0.31
H -25.481 -9.970 0.285 0.27
H -26.543 -9.149 -0.820 0.21
H -28.605 -5.810 3.131 0.24
H -30.074 -6.470 2.360 0.27
H -28.793 -5.704 1.391 0.32
C -18.932 -10.953 -4.680 -0.78
O -18.680 -9.560 -4.763 -0.22
C -19.158 -8.948 -5.823 0.77
O -19.744 -9.418 -6.756 -0.56
O -18.881 -7.645 -5.689 -0.31
C -19.228 -6.766 -6.722 -0.71
H -18.849 -11.244 -3.631 0.26
H -18.163 -11.537 -5.187 0.32
H -19.916 -11.270 -5.015 0.33
H -18.644 -6.869 -7.642 0.30
H -19.042 -5.763 -6.345 0.26
H -20.256 -6.832 -7.085 0.32
C -21.962 -8.782 -3.768 -0.30
O -23.199 -8.129 -3.937 -0.34
C -23.923 -7.915 -2.853 0.86
O -23.647 -8.386 -1.776 -0.58
O -24.893 -7.077 -3.145 -0.35
C -25.668 -6.506 -2.094 -0.22
H -21.223 -8.285 -4.398 -0.01
H -21.980 -9.817 -4.111 0.27
H -21.549 -8.753 -2.761 0.23
H -25.971 -7.190 -1.302 -0.07
H -26.582 -6.182 -2.577 0.18
H -25.113 -5.708 -1.604 0.27

Record 2
118
Properties=species:S:1:pos:R:3:mulliken_charge:R:1 method="wB97M-V/def2-TZVPD" e_above_lowest_kj_mol=188.6 homo_ha=-0.231
Sr -0.609 -0.242 -1.244 1.44
C 0.122 4.394 4.305 -1.04
Se -0.678 3.203 2.992 0.11
C 0.811 1.946 2.842 -0.60
C 2.017 2.577 2.190 0.19
Se 3.513 1.320 2.086 0.02
C 4.409 2.241 0.629 -0.68
H 0.472 3.829 5.168 0.29
H -0.656 5.083 4.626 0.35
H 0.942 4.962 3.875 0.30
H 0.432 1.108 2.251 -0.15
H 1.031 1.576 3.844 0.57
H 2.356 3.455 2.740 0.43
H 1.773 2.863 1.167 -0.40
H 3.793 2.193 -0.266 -0.02
H 5.358 1.739 0.452 0.38
H 4.601 3.278 0.899 0.35
O 1.561 -1.179 -1.900 -0.21
N 2.614 -1.497 -1.173 0.14
C 3.818 -1.454 -1.789 -0.23
C 4.976 -1.790 -1.148 -0.90
C 4.897 -2.182 0.192 -0.27
C 3.676 -2.195 0.811 -0.79
C 2.484 -1.833 0.147 0.04
S 0.978 -1.792 0.938 -0.23
H 3.760 -1.120 -2.814 0.39
H 5.914 -1.739 -1.681 0.41
H 5.787 -2.457 0.742 0.37
H 3.580 -2.468 1.852 0.44
C -1.284 -0.904 6.014 -1.47
C -1.578 -1.373 4.617 0.99
C -1.148 -2.609 4.162 -0.88
C -1.473 -3.046 2.885 -0.54
C -2.207 -2.225 2.047 0.14
C -2.617 -0.963 2.470 0.23
C -2.311 -0.555 3.751 -0.79
S -2.734 -2.968 0.509 -0.60
O -2.053 -2.393 -0.693 -0.01
C -4.432 -2.345 0.639 0.88
C -4.974 -2.651 1.918 -0.96
C -6.199 -2.212 2.292 -1.14
C -6.959 -1.404 1.410 1.00
C -8.213 -0.883 1.802 -1.06
C -8.956 -0.124 0.944 -0.62
C -8.466 0.138 -0.350 -0.90
C -7.262 -0.365 -0.756 -1.11
C -6.459 -1.148 0.113 1.08
C -5.177 -1.682 -0.297 -0.60
C -5.027 -1.696 -1.794 1.02
C -5.773 -2.767 -2.420 1.42
C -6.256 -3.872 -1.673 -0.97
C -6.950 -4.882 -2.279 -0.92
C -7.219 -4.842 -3.660 -0.64
C -6.776 -3.788 -4.405 -1.00
C -6.045 -2.736 -3.806 0.84
C -5.600 -1.632 -4.577 -1.38
C -4.853 -0.661 -3.999 -0.73
C -4.537 -0.720 -2.618 1.10
S -3.362 0.550 -2.146 -0.02
O -2.960 0.305 -0.720 -0.28
C -2.069 -0.150 -3.290 -2.01
C -1.900 -1.534 -3.416 0.84
C -0.774 -2.019 -4.053 -0.90
C 0.183 -1.158 -4.595 0.99
C 1.432 -1.708 -5.207 -1.59
C -0.024 0.214 -4.497 -0.47
C -1.133 0.730 -3.836 -0.06
H -0.737 -1.655 6.581 0.39
H -2.208 -0.675 6.548 0.33
H -0.695 0.014 5.994 0.26
H -0.565 -3.250 4.812 0.34
H -1.154 -4.023 2.544 0.43
H -3.211 -0.333 1.822 0.42
H -2.649 0.411 4.096 0.47
H -4.378 -3.234 2.609 0.68
H -6.597 -2.456 3.268 0.44
H -8.570 -1.098 2.801 0.44
H -9.914 0.272 1.252 0.39
H -9.049 0.745 -1.030 0.45
H -6.918 -0.143 -1.757 0.36
H -6.066 -3.926 -0.611 0.35
H -7.298 -5.719 -1.688 0.47
H -7.776 -5.645 -4.126 0.39
H -6.975 -3.740 -5.469 0.44
H -5.848 -1.586 -5.630 0.42
H -4.471 0.162 -4.592 0.57
H -2.632 -2.212 -3.005 0.29
H -0.638 -3.091 -4.125 0.50
H 1.239 -2.640 -5.737 0.43
H 2.137 -1.917 -4.399 0.08
H 1.891 -0.996 -5.891 0.41
H 0.697 0.906 -4.915 0.41
H -1.260 1.801 -3.724 0.35
C -0.824 7.238 -5.056 -1.62
C 0.434 7.482 -4.210 2.14
C 1.479 8.155 -5.098 -2.18
C 0.093 8.445 -3.064 -1.61
C 0.925 6.152 -3.633 0.34
C 2.184 5.632 -3.921 -0.13
C 2.630 4.415 -3.394 -2.11
C 1.771 3.730 -2.569 1.57
O 1.936 2.529 -1.945 -0.48
B 0.743 2.227 -1.206 0.44
O -0.135 3.359 -1.452 -0.23
C 0.513 4.233 -2.270 -0.16
C 0.071 5.430 -2.784 -1.03
H -1.205 8.183 -5.452 0.45
H -1.618 6.775 -4.469 0.32
H -0.599 6.579 -5.896 0.36
H 1.081 9.099 -5.476 0.43
H 1.738 7.534 -5.959 0.42
H 2.395 8.376 -4.547 0.43
H -0.263 9.398 -3.462 0.45
H 0.975 8.637 -2.449 0.36
H -0.684 8.040 -2.415 0.32
H 2.854 6.177 -4.571 0.46
H 3.614 4.030 -3.626 0.48
H -0.914 5.795 -2.523 0.49

Number 1: orbital gap 11.2 eV. Number 2: orbital gap 5.9 eV.